# 1
{
  "formula": "C3F3N2P",
  "method": "ωB97M-V/def2-TZVPD",
  "species": ["C", "C", "C", "N", "N", "F", "F", "F", "P"],
  "xyz": [[-0.558, 0.491, -0.936], [1.966, 2.955, -0.991], [-0.136, -1.506, 0.410], [-0.742, 0.166, -2.027], [1.651, 2.007, -0.402], [1.121, -1.739, 0.127], [-0.491, -2.228, 1.482], [-0.897, -1.995, -0.574], [-0.290, 0.417, 0.797]],
  "forces_ev_per_a": [[-0.557, 0.365, -0.060], [0.425, 1.273, -0.765], [-0.532, -0.888, 0.476], [-0.086, 0.585, -0.230], [-1.571, -2.601, 1.997], [0.932, -0.135, -0.169], [0.176, 0.398, 0.579], [0.130, 0.432, 0.220], [1.082, 0.572, -2.048]],
  "charge": 0,
  "homo_energy_ev": [-10.16, -10.15],
  "orbital_gap_ev": [5.34, 5.34],
  "de_lowest_kcal_mol": 63.33,
  "molar_mass_g_mol": 152.01
}

# 2
{
  "formula": "C35H52EuP4Se",
  "method": "ωB97M-V/def2-TZVPD",
  "species": ["Eu", "P", "P", "P", "H", "C", "C", "H", "C", "C", "C", "C", "C", "C", "C", "C", "C", "H", "H", "H", "H", "H", "H", "H", "H", "H", "H", "H", "H", "H", "H", "H", "H", "H", "H", "H", "H", "H", "H", "H", "H", "H", "H", "H", "H", "H", "C", "C", "C", "C", "C", "C", "Se", "H", "H", "H", "H", "H", "H", "C", "C", "C", "C", "C", "C", "P", "C", "C", "C", "C", "C", "C", "C", "C", "C", "C", "C", "C", "H", "H", "H", "H", "H", "H", "H", "H", "H", "H", "H", "H", "H", "H", "H"],
  "xyz": [[-0.063, -0.113, -0.935], [-2.662, -0.916, 1.544], [0.174, -2.924, -1.084], [-2.936, -0.997, -1.904], [-0.471, 2.900, -1.895], [-1.519, 2.576, -1.927], [-2.332, 2.749, -0.864], [-1.973, 3.250, 0.038], [-2.220, -0.415, 3.257], [-3.025, -2.693, 1.912], [-4.395, -0.274, 1.560], [1.208, -2.675, -2.599], [1.420, -3.333, 0.196], [-0.816, -4.410, -1.398], [-4.264, 0.207, -2.330], [-4.049, -2.447, -1.614], [-2.425, -1.409, -3.624], [-1.887, 2.237, -2.902], [-3.408, 2.578, -0.927], [-1.849, 0.616, 3.232], [-1.425, -1.062, 3.647], [-3.092, -0.480, 3.921], [-2.076, -3.203, 2.125], [-3.492, -3.171, 1.042], [-3.688, -2.786, 2.784], [-4.352, 0.820, 1.470], [-4.895, -0.533, 2.505], [-4.972, -0.676, 0.719], [1.754, -3.590, -2.863], [1.933, -1.848, -2.455], [0.573, -2.358, -3.450], [1.934, -4.275, -0.041], [0.916, -3.412, 1.175], [2.164, -2.521, 0.304], [-0.175, -5.293, -1.553], [-1.475, -4.273, -2.267], [-1.485, -4.584, -0.542], [-4.847, -0.192, -3.173], [-3.823, 1.169, -2.607], [-4.932, 0.355, -1.471], [-4.667, -2.607, -2.512], [-4.719, -2.274, -0.762], [-3.461, -3.356, -1.426], [-3.335, -1.456, -4.236], [-1.911, -2.380, -3.664], [-1.751, -0.639, -4.026], [1.149, 2.048, -5.458], [0.549, 3.105, -4.767], [0.357, 4.360, -5.343], [0.812, 4.615, -6.652], [1.470, 3.588, -7.358], [1.649, 2.310, -6.768], [1.074, 0.380, -4.393], [0.734, 0.757, -2.879], [0.188, 2.941, -3.755], [-0.153, 5.141, -4.769], [0.654, 5.606, -7.108], [1.837, 3.811, -8.374], [2.167, 1.537, -7.341], [1.212, 4.573, 3.745], [2.092, 3.635, 4.302], [2.157, 2.336, 3.776], [1.316, 1.960, 2.714], [0.471, 2.923, 2.111], [0.414, 4.215, 2.649], [1.322, 0.227, 2.041], [3.091, 0.074, 1.549], [3.432, 0.305, 0.199], [4.760, 0.210, -0.217], [5.768, -0.069, 0.714], [5.446, -0.271, 2.056], [4.111, -0.194, 2.473], [1.336, -0.745, 3.612], [1.814, -2.076, 3.593], [1.738, -2.879, 4.731], [1.196, -2.376, 5.921], [0.724, -1.060, 5.962], [0.782, -0.256, 4.816], [1.148, 5.582, 4.168], [2.725, 3.904, 5.145], [2.855, 1.610, 4.220], [-0.156, 2.652, 1.240], [-0.271, 4.951, 2.211], [2.662, 0.590, -0.547], [5.020, 0.373, -1.268], [6.814, -0.138, 0.389], [6.221, -0.478, 2.792], [3.866, -0.365, 3.528], [2.292, -2.475, 2.687], [2.103, -3.910, 4.690], [1.134, -3.015, 6.810], [0.305, -0.662, 6.888], [0.400, 0.768, 4.885]],
  "forces_ev_per_a": [[-1.600, 0.289, 0.643], [-0.359, -0.340, 0.838], [0.259, 0.068, -0.265], [-0.600, -0.177, -0.898], [-0.345, -0.018, 0.122], [-0.362, 0.001, 0.688], [0.525, 0.336, -0.777], [-0.073, -0.296, -0.167], [0.178, 0.167, -0.004], [0.260, 0.017, -0.299], [0.195, 0.283, -0.316], [-0.168, 0.116, -0.068], [-0.014, -0.231, 0.274], [-0.182, -0.362, 0.149], [0.087, 0.159, 0.215], [0.237, -0.169, 0.197], [0.037, 0.024, -0.092], [0.112, 0.004, 0.367], [0.331, -0.154, 0.067], [-0.082, -0.043, 0.213], [-0.171, 0.081, -0.076], [0.283, 0.023, -0.111], [-0.217, -0.023, -0.019], [0.086, 0.025, 0.271], [0.178, 0.063, -0.283], [-0.189, -0.199, 0.011], [0.189, 0.011, -0.342], [0.087, 0.153, 0.225], [-0.026, 0.325, -0.043], [-0.070, -0.439, 0.072], [0.188, -0.389, 0.337], [-0.015, 0.258, 0.189], [0.088, -0.204, -0.434], [-0.206, -0.295, -0.300], [-0.255, 0.271, 0.023], [0.391, 0.031, 0.134], [0.316, -0.033, -0.139], [0.133, 0.181, 0.275], [-0.245, -0.165, -0.068], [0.164, 0.033, -0.229], [0.224, 0.097, 0.276], [0.204, -0.064, -0.221], [-0.239, 0.212, -0.021], [0.373, -0.082, -0.037], [-0.108, 0.217, -0.034], [-0.212, -0.217, -0.021], [-0.324, 1.698, 0.212], [-0.293, 0.371, -0.153], [0.307, 0.080, -0.523], [0.013, -0.427, 0.274], [-0.320, 0.041, 0.722], [-0.102, -0.546, 0.478], [0.329, -0.440, 0.078], [0.664, 0.686, -2.201], [0.078, 0.120, -0.328], [0.255, -0.299, -0.264], [0.146, -0.698, 0.256], [-0.138, -0.445, 0.673], [-0.223, 0.225, 0.214], [-0.050, -0.334, -0.125], [-0.194, -0.250, -0.463], [-0.068, 0.080, 0.200], [-0.590, 0.354, -0.664], [0.167, -0.339, 0.461], [-0.012, 0.103, -0.107], [1.557, 0.891, 2.103], [-0.053, -0.161, -0.595], [0.023, -0.247, 0.070], [-0.094, 0.200, -0.079], [0.092, -0.138, -0.010], [-0.438, 0.178, -0.029], [0.208, -0.277, 0.073], [-0.394, 0.330, -1.117], [0.498, -1.498, 0.524], [0.475, -0.049, -1.430], [-0.058, -0.307, 0.302], [-0.169, 1.333, -0.703], [-0.610, -0.005, 1.709], [0.025, -0.438, -0.217], [-0.118, -0.040, -0.198], [-0.375, 0.433, -0.235], [0.326, 0.173, 0.639], [0.364, -0.293, 0.185], [0.445, -0.157, 0.378], [-0.117, -0.025, 0.433], [-0.540, 0.056, 0.126], [-0.139, 0.046, -0.210], [0.202, 0.110, -0.462], [-0.338, 0.204, 0.502], [-0.100, 0.426, 0.035], [0.030, 0.280, -0.362], [0.140, -0.081, -0.333], [0.127, -0.469, -0.160]],
  "charge": 3,
  "homo_energy_ev": [-15.07, -15.07],
  "multiplicity": 7,
  "orbital_gap_ev": [6.97, 2.71],
  "de_lowest_kcal_mol": 0.00,
  "molar_mass_g_mol": 827.62,
  "s2": 12.029
}

Q: charge of number 2 (C35H52EuP4Se)?
A: +3

Q: Among the records above, which one has the highest charge?
A: C35H52EuP4Se